One molecule with the formula C12H12IN in a non-equilibrium geometry, computed with ωB97M-V/def2-TZVPD.

Computed properties:
Relative energy (zero: lowest compared OMol25 entry of this formula, charge and spin), kcal per mole: 0.00
HOMO level, eV: -7.94
Calculated total energy, eV: -22227.2513
Orbital gap, eV: 8.015
Structure (SMILES): C=C1C[C@@H](I)C(=C)c2cc(N)ccc21

Last column: Mulliken charge in e.
CARTESIAN COORDINATES (ANGSTROEM)
C (2.1531, -0.2832, -1.1991)  -0.6672
H (-1.1287, -2.3640, 0.1509)  0.0432
H (-3.1860, 1.0702, 1.7902)  0.4097
C (-0.0976, -0.5802, 0.0336)  0.6546
H (1.0474, 3.4010, 1.1549)  0.2770
C (-2.2696, 0.7600, 1.2823)  -0.9605
H (-3.3307, -2.4130, 1.1711)  0.2359
H (-4.2828, -1.0695, 1.1395)  0.2078
H (0.4972, -3.2888, -0.3502)  0.2799
H (0.8671, 0.8564, -2.2100)  0.3113
C (1.0414, 1.6482, -0.1538)  0.4777
C (1.0688, -2.5954, -0.9476)  -1.0683
C (1.4825, 2.8138, 0.3462)  -1.3165
N (-3.3821, -1.4343, 1.4522)  -0.6321
I (3.6776, -0.2773, 0.4888)  -0.0286
C (-1.2602, -1.2993, 0.4467)  -0.4125
C (1.5829, 1.1489, -1.4235)  -0.8150
C (-1.1924, 1.4007, 0.8001)  -0.5422
C (1.0259, -1.2846, -0.6829)  0.3971
H (-1.3018, 2.5288, 0.9622)  0.2077
C (-0.0407, 0.8056, 0.2122)  0.7400
H (2.8176, -0.7771, -2.0831)  0.4919
H (1.7495, -3.0937, -1.6731)  0.2768
H (2.3615, 3.2973, 0.0708)  0.3335
C (-2.3082, -0.6498, 1.0761)  0.7314
H (2.4083, 1.6792, -1.8543)  0.3674